Record 1
{"formula": "C5H12", "method": "ωB97M-V/def2-TZVPD", "relative_energy_kcal_mol": 40.1, "multiplicity": 1, "e_tot_ha": -197.64530, "molar_mass_g_mol": 72.2, "orbital_gap_ev": 10.68, "smiles": "C=CC.CC", "species": ["C", "C", "C", "H", "H", "H", "H", "H", "H", "C", "C", "H", "H", "H", "H", "H", "H"], "xyz": [[2.4224, -2.9557, -4.0319], [1.9052, -2.8064, -2.8218], [2.3979, -1.7628, -1.8660], [1.9796, -3.5584, -4.8121], [3.3817, -2.5249, -4.2577], [1.0457, -3.3848, -2.5103], [3.2258, -2.0802, -1.2194], [2.8273, -0.9439, -2.4447], [1.6820, -1.3491, -1.1578], [-1.9352, 2.6448, 2.7749], [-3.2805, 2.6843, 3.5139], [-1.4251, 1.7645, 3.1389], [-1.3425, 3.4793, 3.1469], [-1.8469, 2.7660, 1.6996], [-4.0964, 2.5754, 2.7886], [-3.4370, 1.8106, 4.0887], [-3.5041, 3.6412, 3.9702]], "forces_ev_per_angstrom": [[0.027, -0.421, 0.105], [-0.360, 0.281, 0.140], [1.140, 0.256, 0.375], [0.015, -0.342, 0.206], [0.074, 0.587, -0.288], [-0.242, 0.027, -0.161], [-0.079, -0.387, -0.116], [-0.155, 0.141, 0.075], [-0.421, -0.141, -0.337], [0.600, 0.718, 1.359], [-0.950, 0.496, -2.650], [0.422, -0.338, -0.482], [0.254, 0.050, 0.126], [-0.702, -0.431, -0.142], [0.008, 0.121, -0.162], [0.142, -0.466, 1.326], [0.227, -0.150, 0.626]]}


Record 2
{"formula": "C2H3IO", "method": "ωB97M-V/def2-TZVPD", "relative_energy_kcal_mol": 22.9, "multiplicity": 1, "e_tot_ha": -450.89229, "molar_mass_g_mol": 169.9, "orbital_gap_ev": 10.24, "smiles": "C=C=O.I", "species": ["C", "C", "O", "H", "H", "I", "H"], "xyz": [[-1.2162, 0.4563, -0.0111], [-0.8038, -0.7240, -0.3332], [-0.3960, -1.7670, -0.6647], [-1.2059, 1.2747, -0.7552], [-1.7790, 0.5373, 0.8955], [3.2373, 0.1751, -0.1053], [2.1636, 0.0475, 0.9740]], "forces_ev_per_angstrom": [[-0.544, 1.430, -0.364], [0.945, -1.826, -1.106], [-0.384, 0.868, 0.500], [0.125, -0.703, 0.643], [-0.117, 0.225, 0.338], [1.321, 0.159, -1.339], [-1.348, -0.155, 1.328]]}


Record 3
{"formula": "C17H22N4O4S", "method": "ωB97M-V/def2-TZVPD", "relative_energy_kcal_mol": 3.1, "multiplicity": 1, "e_tot_ha": -1579.22198, "molar_mass_g_mol": 378.5, "orbital_gap_ev": 9.15, "smiles": "CC(C)(C)OC(=O)N[C@@H](Cc1ccccc1)c1nnc(SCC(N)=O)o1", "species": ["C", "C", "C", "C", "O", "C", "O", "N", "C", "C", "C", "C", "C", "C", "C", "C", "C", "N", "N", "C", "S", "C", "C", "N", "O", "O", "H", "H", "H", "H", "H", "H", "H", "H", "H", "H", "H", "H", "H", "H", "H", "H", "H", "H", "H", "H", "H", "H"], "xyz": [[3.8749, 0.0901, -0.7749], [3.6484, 1.3880, -0.0010], [4.5032, 2.5129, -0.5855], [3.9451, 1.2096, 1.4867], [2.2853, 1.8541, -0.1959], [1.2403, 1.1389, 0.2279], [1.2795, 0.0801, 0.8160], [0.0970, 1.7715, -0.1298], [-1.2420, 1.3838, 0.2644], [-2.2183, 1.5791, -0.9154], [-3.5415, 0.9450, -0.5785], [-3.8896, -0.2898, -1.1090], [-5.0706, -0.9076, -0.7372], [-5.9183, -0.2935, 0.1676], [-5.5840, 0.9429, 0.6932], [-4.4014, 1.5572, 0.3241], [-1.2995, -0.0369, 0.6962], [-1.7484, -0.4671, 1.8265], [-1.7011, -1.8118, 1.7910], [-1.2287, -2.1354, 0.6307], [-0.9799, -3.7260, 0.0039], [0.5408, -3.4370, -0.9848], [1.7800, -3.6878, -0.1284], [2.0466, -2.7259, 0.7723], [2.4550, -4.6822, -0.2619], [-0.9704, -1.0460, -0.1371], [4.9229, -0.1894, -0.7183], [3.6051, 0.2267, -1.8201], [3.2775, -0.7163, -0.3595], [4.2694, 2.6524, -1.6376], [4.3049, 3.4436, -0.0609], [5.5557, 2.2669, -0.4857], [3.7655, 2.1418, 2.0181], [3.3111, 0.4377, 1.9135], [4.9849, 0.9245, 1.6179], [0.1992, 2.6749, -0.5663], [-1.5767, 1.9729, 1.1297], [-1.7896, 1.1090, -1.8025], [-2.3363, 2.6479, -1.1043], [-3.2310, -0.7750, -1.8163], [-5.3245, -1.8721, -1.1511], [-6.8366, -0.7777, 0.4629], [-6.2430, 1.4274, 1.3978], [-4.1417, 2.5198, 0.7403], [0.5132, -4.1660, -1.7925], [0.5086, -2.4246, -1.3803], [2.8268, -2.8687, 1.3927], [1.5321, -1.8620, 0.8616]], "forces_ev_per_angstrom": [[-0.261, 0.203, 0.133], [0.605, -0.262, 0.075], [-0.393, -0.205, 0.122], [-0.254, 0.017, -0.183], [0.040, 0.205, -0.064], [-0.066, 0.141, -0.130], [0.276, -0.082, 0.243], [-0.137, 0.406, -0.168], [0.071, -0.201, -0.135], [-0.040, -0.058, 0.197], [-0.092, 0.188, -0.162], [0.027, 0.027, -0.055], [-0.028, -0.066, -0.001], [-0.068, -0.047, 0.018], [-0.040, 0.043, 0.077], [0.008, -0.032, -0.086], [-0.242, -0.086, 0.756], [-0.074, 1.661, -0.229], [0.344, -1.560, -0.288], [-0.101, 0.080, 0.319], [0.081, -0.186, -0.379], [-0.145, -0.188, 0.369], [-0.312, 0.280, -0.278], [0.183, 0.269, 0.395], [0.185, -0.464, -0.107], [-0.157, 0.082, -0.105], [0.135, -0.014, -0.008], [0.016, 0.013, -0.118], [0.029, -0.062, -0.011], [0.008, 0.013, -0.127], [0.014, 0.111, 0.065], [0.118, -0.041, 0.016], [0.025, 0.097, 0.069], [0.047, -0.023, 0.044], [0.140, 0.007, -0.001], [0.060, -0.108, 0.011], [-0.005, -0.209, -0.138], [0.028, 0.057, 0.022], [0.033, 0.017, -0.072], [0.074, -0.031, -0.049], [-0.029, -0.079, -0.039], [-0.085, -0.036, 0.027], [-0.061, 0.039, 0.064], [0.023, 0.130, 0.063], [0.057, 0.075, 0.062], [0.015, -0.030, -0.075], [-0.032, -0.062, -0.041], [-0.018, -0.029, -0.096]]}


Record 4
{"formula": "CClNOS2", "method": "ωB97M-V/def2-TZVPD", "relative_energy_kcal_mol": 96.6, "multiplicity": 1, "e_tot_ha": -1424.46826, "molar_mass_g_mol": 141.6, "orbital_gap_ev": [6.46, 6.68], "species": ["C", "N", "O", "S", "S", "Cl"], "xyz": [[1.5898, -0.0507, 0.1483], [2.5448, -0.6288, -0.0559], [-3.0626, 0.6736, -0.7422], [-0.9380, 1.3201, 1.0615], [-1.7195, 0.2165, -0.5338], [-1.8509, -1.6718, 0.4071]], "forces_ev_per_angstrom": [[-3.120, 1.879, 0.857], [2.375, -1.437, -0.550], [-0.695, 0.212, -0.210], [0.874, -0.430, -0.288], [0.539, -0.578, 0.392], [0.026, 0.354, -0.200]]}


Record 5
{"formula": "C12H18N2", "method": "ωB97M-V/def2-TZVPD", "relative_energy_kcal_mol": 237.2, "multiplicity": 1, "e_tot_ha": -577.17128, "molar_mass_g_mol": 190.3, "orbital_gap_ev": 8.26, "species": ["C", "C", "C", "C", "C", "C", "C", "C", "C", "C", "C", "C", "H", "H", "H", "H", "H", "H", "H", "H", "H", "H", "H", "H", "H", "H", "H", "H", "H", "H", "N", "N"], "xyz": [[3.5449, 0.5271, 1.3401], [2.5050, 1.4841, 1.0860], [2.1704, 1.6727, -0.2850], [1.8108, 0.5625, -1.0882], [0.5580, -0.2220, -0.3519], [0.5658, -1.2624, 0.5639], [-0.6922, -1.8964, 0.8437], [-1.8789, -1.4212, 0.2508], [-4.1383, -0.8545, -0.1455], [-3.3825, -0.0850, -0.9617], [-1.9472, -0.3008, -0.5040], [-0.7043, 0.2230, -0.6325], [3.6398, 0.5170, 2.4794], [3.1964, -0.5629, 0.9195], [4.4735, 0.9935, 0.9655], [2.6005, 2.4789, 1.7821], [1.7179, 1.0580, 1.8878], [1.1085, 2.2446, -0.2362], [4.1011, 2.8233, 0.0244], [3.0543, 3.1378, -1.7051], [1.2020, 0.6140, -2.2536], [2.7595, 0.0716, -0.9682], [1.6148, -1.5633, 1.1900], [-0.6811, -2.5455, 1.9490], [-3.5987, -2.5865, 1.2525], [-5.0631, -1.2998, -0.4815], [-4.5065, -0.1003, 0.5259], [-3.9648, 1.0542, -1.2866], [-3.0198, -0.5159, -2.1520], [-0.9785, 0.9915, -1.4669], [3.4885, 2.1985, -0.9267], [-3.2206, -1.8232, 0.4807]], "forces_ev_per_angstrom": [[2.031, -2.314, 1.558], [-3.280, 0.753, 7.117], [-2.486, 5.836, -1.356], [-4.424, -4.602, -1.617], [1.936, 0.509, -0.271], [1.445, -1.411, 1.668], [1.233, -0.695, 3.628], [-1.995, -2.336, 3.034], [-3.075, -3.456, 4.328], [4.411, 5.220, -9.782], [0.927, 0.017, 2.019], [-1.946, 4.072, -5.653], [0.222, -0.667, -1.493], [1.646, 2.727, 1.044], [0.168, -1.416, -0.170], [0.478, -1.674, -2.397], [0.173, 0.769, -2.652], [2.621, 0.433, -0.427], [-2.619, -1.977, -3.975], [2.060, -3.539, 3.172], [2.892, 0.588, 3.365], [-0.029, -1.854, -1.526], [-3.347, 0.529, -1.983], [-0.438, 1.518, -3.793], [1.680, 2.994, -2.890], [0.004, -0.456, -0.696], [-0.307, 0.142, 1.557], [2.395, -3.283, 1.312], [-2.143, 0.737, 2.740], [2.100, -0.133, 1.229], [-1.130, 6.255, 0.662], [-1.201, -3.288, 2.248]]}


Record 6
{"formula": "C32H35BCoN4O10P3", "method": "ωB97M-V/def2-TZVPD", "relative_energy_kcal_mol": 27.0, "multiplicity": 4, "e_tot_ha": -4643.93023, "molar_mass_g_mol": 798.3, "orbital_gap_ev": [5.34, 5.81], "charge": -1, "species": ["Co", "C", "C", "O", "P", "O", "O", "O", "P", "O", "O", "O", "H", "H", "H", "H", "H", "H", "H", "O", "C", "C", "C", "C", "C", "C", "C", "P", "C", "C", "C", "C", "C", "C", "C", "C", "C", "C", "C", "C", "H", "H", "H", "H", "H", "H", "H", "H", "H", "H", "H", "H", "H", "H", "C", "C", "C", "C", "N", "C", "N", "N", "N", "H", "H", "H", "H", "H", "H", "H", "H", "H", "H", "O", "B", "O", "C", "C", "C", "C", "C", "C", "H", "H", "H", "H"], "xyz": [[-1.3704, -0.5877, 0.0845], [-4.3460, 1.4026, -2.1090], [-3.2947, 0.6629, -2.9285], [-3.6254, 0.7047, -4.3320], [-1.6341, 1.3938, -2.7659], [-1.0599, 1.3864, -4.2391], [-1.8157, 2.9581, -2.4922], [-0.7438, 0.7298, -1.7788], [-3.2622, -1.1129, -2.4216], [-1.9366, -1.6789, -3.1537], [-4.4420, -1.6978, -3.1023], [-3.0753, -1.1246, -0.9267], [-4.4737, 2.4176, -2.4889], [-4.0743, 1.4355, -1.0547], [-5.2927, 0.8696, -2.2019], [-4.1303, -0.1178, -4.4773], [-1.7884, 1.0950, -4.8240], [-2.2766, 3.1458, -1.6573], [-1.1447, -1.4806, -2.6263], [-0.6417, -0.0044, 2.8960], [-0.3027, -0.7252, 1.6599], [0.7713, -1.6323, 1.8777], [1.5250, -1.7680, 3.0803], [2.6222, -2.5993, 3.1587], [3.0401, -3.3700, 2.0716], [2.2745, -3.3256, 0.9109], [1.1624, -2.5092, 0.8184], [-0.0088, -2.5756, -0.5450], [1.0387, -2.9367, -2.0002], [1.5771, -1.8387, -2.6716], [2.3986, -2.0187, -3.7742], [2.6804, -3.3000, -4.2284], [2.1366, -4.3977, -3.5758], [1.3198, -4.2183, -2.4680], [-0.9202, -4.1376, -0.2790], [-0.7608, -4.9048, 0.8707], [-1.5238, -6.0510, 1.0602], [-2.4462, -6.4427, 0.1027], [-2.6137, -5.6781, -1.0456], [-1.8629, -4.5296, -1.2322], [1.2380, -1.2147, 3.9648], [3.1688, -2.6540, 4.0945], [3.9096, -4.0104, 2.1396], [2.5400, -3.9586, 0.0699], [1.3372, -0.8361, -2.3301], [2.8074, -1.1567, -4.2864], [3.3139, -3.4424, -5.0952], [2.3465, -5.3993, -3.9308], [0.8935, -5.0780, -1.9654], [-0.0413, -4.6010, 1.6211], [-1.3947, -6.6369, 1.9620], [-3.0411, -7.3353, 0.2535], [-3.3443, -5.9645, -1.7918], [-2.0150, -3.9291, -2.1212], [2.0017, 3.2443, -0.4278], [1.3923, 4.5981, -0.0651], [0.7468, 5.2540, -1.2815], [0.4145, 4.5037, 1.1078], [-0.6989, 3.5958, 0.8615], [-0.7159, 2.2625, 0.8276], [-1.9442, 1.8643, 0.5964], [-2.6719, 2.9914, 0.4493], [-1.9376, 4.0371, 0.6192], [2.8265, 3.3824, -1.1283], [1.2703, 2.5939, -0.9135], [2.3874, 2.7206, 0.4502], [2.1952, 5.2474, 0.3011], [-0.0653, 4.6385, -1.6723], [1.4787, 5.3750, -2.0817], [0.3428, 6.2386, -1.0370], [-0.0367, 5.4733, 1.3135], [0.9270, 4.1627, 2.0077], [0.1298, 1.6027, 0.9422], [-0.2352, 1.7052, 4.5414], [0.1241, 0.9366, 3.4090], [1.3861, 1.3787, 2.9237], [1.7609, 2.3927, 3.7520], [2.9015, 3.1598, 3.7021], [3.0302, 4.1678, 4.6619], [2.0467, 4.3795, 5.6185], [0.8953, 3.5885, 5.6644], [0.7789, 2.5973, 4.7188], [3.6603, 2.9810, 2.9517], [3.9131, 4.7937, 4.6576], [2.1744, 5.1695, 6.3471], [0.1239, 3.7421, 6.4067]], "forces_ev_per_angstrom": [[0.122, -0.196, -0.143], [0.020, 0.001, -0.033], [-0.038, 0.024, -0.009], [0.005, -0.031, 0.018], [0.096, 0.017, 0.013], [-0.032, -0.011, 0.042], [0.001, 0.003, 0.000], [-0.065, -0.002, -0.043], [-0.046, -0.026, 0.052], [0.019, 0.018, 0.007], [0.001, -0.005, 0.019], [0.016, 0.002, -0.051], [-0.002, 0.003, 0.008], [-0.008, 0.002, 0.012], [-0.001, -0.003, 0.010], [0.006, 0.019, -0.006], [0.009, 0.003, -0.017], [0.002, -0.016, 0.003], [-0.001, -0.015, -0.008], [0.001, 0.021, 0.000], [-0.037, -0.012, 0.033], [0.016, 0.052, 0.066], [0.038, -0.036, 0.008], [-0.048, 0.027, -0.002], [0.019, -0.030, -0.017], [0.027, 0.008, 0.021], [0.001, -0.072, -0.023], [-0.059, 0.146, 0.051], [-0.031, -0.052, -0.019], [0.020, 0.030, -0.009], [-0.008, -0.006, 0.006], [-0.002, -0.009, 0.001], [0.002, 0.004, -0.008], [0.002, 0.015, 0.004], [0.014, -0.024, -0.024], [-0.003, -0.004, 0.018], [0.016, 0.008, -0.001], [-0.009, 0.006, -0.012], [-0.015, -0.018, 0.003], [0.018, 0.014, 0.014], [-0.019, 0.018, -0.002], [0.008, -0.001, -0.002], [0.002, 0.004, 0.003], [-0.011, 0.006, -0.009], [-0.001, -0.004, 0.007], [-0.002, 0.001, -0.003], [0.001, -0.001, 0.000], [0.004, 0.002, -0.003], [-0.001, 0.000, 0.001], [-0.007, 0.000, -0.006], [0.002, 0.004, 0.003], [-0.002, 0.000, -0.003], [0.001, -0.005, 0.001], [0.000, 0.003, -0.002], [0.009, 0.010, 0.016], [-0.007, -0.015, -0.012], [0.007, 0.001, 0.013], [0.029, 0.021, -0.020], [0.051, -0.004, -0.004], [-0.038, -0.072, 0.143], [0.022, 0.186, -0.207], [-0.053, 0.046, 0.188], [-0.035, -0.026, -0.102], [-0.006, -0.003, -0.008], [0.003, 0.000, -0.007], [-0.004, 0.003, 0.003], [-0.006, 0.009, 0.003], [0.000, -0.001, -0.003], [-0.002, -0.003, -0.001], [-0.006, -0.001, -0.004], [-0.001, -0.004, 0.008], [-0.006, -0.011, -0.010], [0.001, -0.002, 0.040], [-0.036, 0.026, 0.033], [0.064, -0.039, -0.023], [-0.033, 0.005, -0.022], [0.012, 0.014, 0.020], [0.002, -0.014, -0.006], [-0.019, 0.023, 0.006], [0.020, -0.009, -0.003], [-0.010, -0.004, 0.005], [-0.001, -0.022, -0.016], [0.001, -0.001, 0.001], [0.001, -0.001, -0.001], [0.000, 0.002, 0.001], [0.001, 0.004, 0.000]]}